Density functional theory data (ωB97M-V with the def2-TZVPD basis set) for a structure of composition C52H63IN2OP.

```
120
Properties=species:S:1:pos:R:3
C 5.655 -2.212 1.477
C 4.702 -1.155 0.947
N 3.791 -1.744 -0.050
C 2.634 -0.923 -0.359
N 2.094 -1.472 -1.630
C 1.303 -2.452 -1.416
C 0.869 -2.538 0.007
I 1.792 -4.396 0.631
O -0.498 -2.642 -0.124
C -1.311 -2.852 1.046
C -1.682 -4.317 1.248
C 1.417 -1.164 0.565
P 1.671 -0.460 2.271
C 0.041 0.111 2.846
C 2.164 -1.786 3.437
H 5.110 -3.129 1.712
H 6.399 -2.482 0.724
H 6.170 -1.865 2.372
H 5.278 -0.338 0.493
H 4.114 -0.728 1.758
H 4.321 -1.901 -0.902
H 2.867 0.143 -0.451
H 2.409 -1.179 -2.548
H 0.916 -3.089 -2.204
H -0.802 -2.443 1.910
H -2.206 -2.260 0.861
H -1.476 -4.894 0.346
H -2.741 -4.395 1.493
H -1.111 -4.782 2.052
H 0.649 -0.480 0.170
H -0.746 -0.620 3.009
H -0.312 0.877 2.152
H 0.245 0.602 3.800
H 3.075 -1.457 3.937
H 2.353 -2.742 2.958
H 1.395 -1.933 4.198
C 5.440 3.813 1.644
C 5.696 2.475 1.909
C 7.003 2.011 1.956
C 8.058 2.887 1.740
C 7.803 4.226 1.477
C 6.495 4.688 1.427
H 4.420 4.175 1.610
H 4.870 1.794 2.084
H 7.204 0.967 2.166
H 9.078 2.529 1.782
H 8.624 4.910 1.312
H 6.299 5.733 1.222
C -2.040 2.466 -2.627
C -1.627 1.159 -2.418
C -0.274 0.880 -2.284
C 0.664 1.899 -2.357
C 0.250 3.207 -2.568
C -1.103 3.488 -2.702
H -3.094 2.690 -2.730
H -2.356 0.362 -2.355
H 0.034 -0.146 -2.117
H 1.723 1.687 -2.250
H 0.978 4.005 -2.626
H -1.429 4.506 -2.868
C -1.062 -7.040 -2.609
C 0.168 -6.543 -2.202
C 1.317 -7.305 -2.355
C 1.238 -8.571 -2.920
C 0.009 -9.070 -3.326
C -1.140 -8.307 -3.170
H -1.958 -6.445 -2.488
H 0.243 -5.559 -1.758
H 2.276 -6.914 -2.034
H 2.133 -9.167 -3.043
H -0.054 -10.056 -3.766
H -2.097 -8.701 -3.486
C -6.535 -1.423 3.227
C -6.151 -2.757 3.259
C -4.825 -3.091 3.500
C -3.889 -2.088 3.712
C -4.272 -0.755 3.681
C -5.597 -0.422 3.437
H -7.569 -1.164 3.042
H -6.885 -3.536 3.101
H -4.526 -4.131 3.528
H -2.855 -2.349 3.910
H -3.541 0.026 3.852
H -5.899 0.617 3.414
C 5.775 -5.567 -1.833
C 5.877 -6.951 -1.848
C 7.118 -7.552 -1.998
C 8.257 -6.770 -2.131
C 8.156 -5.386 -2.116
C 6.914 -4.785 -1.968
H 4.805 -5.099 -1.716
H 4.990 -7.563 -1.742
H 7.199 -8.631 -2.013
H 9.224 -7.239 -2.247
H 9.044 -4.777 -2.220
H 6.838 -3.704 -1.962
C -7.353 5.282 -1.410
C -6.926 3.976 -1.219
C -5.571 3.702 -1.088
C -4.646 4.736 -1.145
C -5.073 6.043 -1.334
C -6.427 6.315 -1.468
H -8.408 5.497 -1.513
H -7.648 3.171 -1.171
H -5.237 2.683 -0.938
H -3.589 4.522 -1.037
H -4.352 6.850 -1.378
H -6.760 7.334 -1.620
C -8.354 11.218 -0.011
C -7.925 9.912 0.180
C -6.570 9.640 0.310
C -5.645 10.673 0.251
C -6.075 11.979 0.061
C -7.429 12.251 -0.071
H -9.411 11.431 -0.112
H -8.646 9.106 0.231
H -6.235 8.621 0.460
H -4.588 10.461 0.355
H -5.354 12.786 0.017
H -7.764 13.269 -0.221
```

As for the total energy: -2842.75236 Ha. The HOMO-LUMO gap comes out at 0.234 Eh. The LUMO energy is -4.0682 eV. The total charge is +1. The calculation puts the HOMO energy at -10.4 eV. The molecular weight comes out at 889.97 u.